# 1
Formula: C9H10N2O2
Source: OMol25
Level of theory: ωB97M-V/def2-TZVPD

Each line ends with the Löwdin charge.
Cartesian coordinates (Å):
C -1.95 2.32 -0.41  -0.062
C -3.17 1.63 -0.26  -0.077
C -0.73 1.64 -0.21  -0.029
C -3.06 0.27 0.10  0.013
C -0.58 0.27 -0.01  -0.263
C -1.79 -0.41 0.19  -0.091
C 3.33 -0.49 -1.41  0.021
C 3.34 -0.76 -0.16  -0.217
C 3.43 -1.05 1.11  0.018
N 0.67 -0.22 0.19  0.104
N -1.84 -1.79 0.54  -0.383
O -2.88 -2.36 0.73  0.081
O -0.78 -2.35 0.59  0.066
H -2.02 3.33 -0.39  0.067
H -4.19 2.07 -0.27  0.116
H 0.26 2.23 -0.41  0.144
H -3.87 -0.42 0.14  0.099
H 2.67 -1.04 -1.98  0.050
H 3.96 0.22 -1.81  0.050
H 4.00 -1.80 1.54  0.048
H 1.41 0.47 0.26  0.073
H 2.72 -0.54 1.73  0.060
H 1.07 -1.20 0.19  0.112

Summary:
Orbital gap: 8.34 eV
Electronic energy: -16564.7297 eV
E_HOMO: -8.5 eV
Energy above the lowest of the compared OMol25 structures with the same formula, charge and spin: 5.990 eV
LUMO: -0.2 eV
Spin multiplicity: 1

---

# 2
Formula: C9H10N2O2S
Source: OMol25
Level of theory: ωB97M-V/def2-TZVPD

Each line ends with the Löwdin charge.
Cartesian coordinates (Å):
C 3.02 -2.26 2.80  -0.400
C 0.21 0.12 -0.15  -0.190
C -0.79 1.05 -0.66  -0.389
C 1.65 0.10 -0.53  -0.080
C 2.24 -0.97 0.30  -0.286
C 3.18 -0.49 1.34  -0.099
C 1.04 -1.34 1.20  -0.587
C -3.77 0.85 -2.12  -0.040
C -3.21 1.53 -0.80  -0.154
N 3.60 -1.25 2.33  -0.011
N -0.06 -0.65 0.86  0.137
O -0.48 1.90 -1.51  0.092
O -2.07 0.86 -0.17  -0.027
S 1.25 -2.27 2.55  1.064
H 3.38 -2.93 3.43  0.023
H 1.77 -0.13 -1.57  0.128
H 1.92 1.17 -0.36  0.153
H 2.70 -1.85 -0.14  0.150
H 3.32 0.58 1.25  0.120
H -4.83 1.04 -2.14  0.064
H -3.49 1.20 -3.09  0.066
H -3.58 -0.17 -1.97  0.053
H -3.94 1.35 0.02  0.126
H -3.06 2.55 -0.89  0.088

Summary:
Orbital gap (alpha / beta): 6.74 / 6.52 eV
Electronic energy: -27402.1880 eV
E_HOMO (alpha / beta): -7.6 / -7.4 eV
Energy above the lowest of the compared OMol25 structures with the same formula, charge and spin: 4.236 eV
LUMO (alpha / beta): -0.8 / -0.9 eV
Spin multiplicity: 1

---

# 3
Formula: C9H10N2OPt
Source: OMol25
Level of theory: ωB97M-V/def2-TZVPD

Each line ends with the Löwdin charge.
Cartesian coordinates (Å):
C 0.90 -1.28 -1.80  -0.209
C -0.50 -1.20 -2.05  -0.204
C -1.18 -1.90 -1.01  -0.190
C -0.20 -2.39 -0.11  -0.193
C 1.09 -2.00 -0.59  -0.203
Pt 0.00 0.00 0.00  1.255
C -1.57 1.65 -0.91  -0.096
C -0.43 2.04 -1.48  -0.247
C 0.53 2.57 -2.22  0.014
N 1.34 1.01 0.31  -0.167
H -2.26 -2.02 -0.92  0.108
H -0.96 -0.70 -2.91  0.113
H -0.39 -2.95 0.81  0.114
H 2.05 -2.21 -0.11  0.113
H 1.69 -0.82 -2.41  0.107
H -2.24 0.95 -1.42  0.070
H 2.21 1.56 0.34  0.022
H -1.92 2.09 0.03  0.078
H 0.27 3.37 -2.94  0.079
H 1.57 2.24 -2.16  0.060
O 0.00 0.00 4.59  -0.053
C 0.00 0.00 3.32  -0.371
N 0.00 0.00 2.00  -0.198

Summary:
Orbital gap (alpha / beta): 6.86 / 6.89 eV
Electronic energy: -17759.1776 eV
E_HOMO (alpha / beta): -6.5 / -8.0 eV
LUMO (alpha / beta): 0.3 / -1.1 eV
Spin multiplicity: 5

---

# 4
Formula: C9H10NO2PdS2Se3Te2
Source: OMol25
Level of theory: ωB97M-V/def2-TZVPD

Each line ends with the Löwdin charge.
Cartesian coordinates (Å):
Pd 0.06 0.06 1.01  -0.287
Se 1.84 -0.02 3.12  -0.090
Se 1.61 -1.66 1.54  -0.179
Te -0.78 -2.38 2.22  0.250
Se -1.43 -3.84 0.39  -0.389
C 2.35 1.03 -1.66  -0.408
Te 0.40 0.17 -1.60  1.261
C 1.10 -1.79 -2.05  -0.460
H 3.00 0.45 -1.02  0.002
H 2.24 2.04 -1.27  -0.013
H 2.72 1.05 -2.68  0.003
H 1.23 -1.90 -3.13  -0.007
H 0.35 -2.49 -1.68  -0.061
H 2.04 -1.97 -1.54  -0.017
O 1.05 5.16 -1.27  -0.300
S -0.11 4.38 -1.58  0.615
O -0.36 4.06 -2.96  -0.305
N -0.13 3.01 -0.67  -0.174
C -1.14 2.99 0.16  -0.800
S -1.53 1.75 1.24  0.616
C -2.01 4.21 0.11  -0.227
C -3.14 4.51 0.85  -0.033
C -3.78 5.72 0.61  -0.074
C -3.30 6.60 -0.35  -0.079
C -2.17 6.30 -1.10  -0.038
C -1.55 5.10 -0.84  -0.221
H -3.50 3.81 1.59  0.097
H -4.66 5.97 1.18  0.101
H -3.82 7.54 -0.52  0.100
H -1.79 6.98 -1.85  0.119

Summary:
Orbital gap: 5.48 eV
Charge: -1
Electronic energy: -250859.5638 eV
E_HOMO: -4.0 eV
Energy above the lowest of the compared OMol25 structures with the same formula, charge and spin: 0.508 eV
LUMO: 1.5 eV
Spin multiplicity: 1

---

# 5
Formula: C9H10NO2PdS2Se3Te2
Source: OMol25
Level of theory: ωB97M-V/def2-TZVPD

Each line ends with the Löwdin charge.
Cartesian coordinates (Å):
Pd -2.61 -0.89 0.60  -0.357
Se -4.61 -2.31 -0.28  -0.063
Se -4.89 -0.85 1.47  -0.136
Te -4.05 1.39 0.44  0.289
Se -3.99 2.68 2.48  -0.354
C -1.92 -1.08 4.41  -0.458
Te -0.73 -1.06 2.62  1.192
C -0.28 1.01 2.87  -0.417
H -1.28 -1.10 5.29  -0.012
H -2.55 -1.97 4.39  -0.012
H -2.56 -0.20 4.42  -0.008
H -1.14 1.59 2.57  -0.056
H 0.59 1.24 2.25  -0.023
H -0.04 1.18 3.92  0.004
O 2.72 1.21 0.51  -0.303
S 2.42 -0.06 -0.09  0.619
O 3.22 -1.18 0.30  -0.299
N 0.82 -0.40 0.07  -0.163
C 0.21 -0.44 -1.09  -0.780
S -1.42 -0.75 -1.37  0.602
C 1.09 -0.16 -2.27  -0.229
C 0.77 -0.11 -3.61  -0.035
C 1.78 0.19 -4.52  -0.075
C 3.08 0.43 -4.09  -0.081
C 3.41 0.38 -2.74  -0.039
C 2.39 0.09 -1.86  -0.219
H -0.24 -0.30 -3.94  0.096
H 1.56 0.23 -5.57  0.101
H 3.85 0.66 -4.82  0.100
H 4.41 0.57 -2.39  0.119

Summary:
Orbital gap (alpha / beta): 5.23 / 5.23 eV
Charge: -1
Electronic energy: -250859.3732 eV
E_HOMO (alpha / beta): -3.9 / -3.9 eV
Energy above the lowest of the compared OMol25 structures with the same formula, charge and spin: 0.698 eV
LUMO (alpha / beta): 1.3 / 1.3 eV
Spin multiplicity: 1

---

# 6
Formula: C9H10NO2S
Source: OMol25
Level of theory: ωB97M-V/def2-TZVPD

Each line ends with the Löwdin charge.
Cartesian coordinates (Å):
C -3.32 -0.75 -0.83  -0.151
C -2.83 -1.81 -0.12  -0.095
C -2.73 0.52 -0.85  -0.079
C -1.59 -1.63 0.52  -0.004
C -1.49 0.70 -0.18  -0.019
C -0.97 -0.36 0.53  -0.312
C 1.14 0.53 0.52  -0.581
C 3.57 0.90 -0.21  -0.103
C 2.32 0.07 -0.29  -0.854
N 0.17 -0.28 1.30  0.104
O 1.30 1.76 1.22  0.017
O 1.16 0.68 -0.85  -0.017
S 2.53 -1.73 -0.30  0.299
H -4.20 -0.93 -1.38  0.073
H -3.30 -2.71 -0.12  0.061
H -3.23 1.24 -1.52  0.096
H -1.01 -2.38 1.05  0.108
H -0.89 1.70 -0.19  0.138
H 3.68 1.72 -0.84  0.051
H 4.45 0.23 -0.26  0.059
H 3.58 1.35 0.75  0.058
H 0.64 -1.21 1.49  0.090
H 1.04 2.37 0.56  0.061

Summary:
Orbital gap: 6.62 eV
Charge: -1
Electronic energy: -25914.9667 eV
E_HOMO: -3.1 eV
Energy above the lowest of the compared OMol25 structures with the same formula, charge and spin: 0.000 eV
LUMO: 3.5 eV
Spin multiplicity: 1

---

# 7
Formula: C9H10O2Se
Source: OMol25
Level of theory: ωB97M-V/def2-TZVPD

Each line ends with the Löwdin charge.
Cartesian coordinates (Å):
C 1.08 -2.40 0.32  -0.128
C 0.02 -3.04 -0.22  -0.102
C 1.10 -1.10 0.80  -0.104
C -1.22 -2.36 -0.41  -0.182
C 0.02 -0.28 0.85  0.020
C -1.50 -1.17 0.15  -0.452
C 0.13 2.26 -1.21  -0.090
C 1.35 2.68 -0.31  -0.111
C 0.09 1.27 0.94  -0.335
O -0.75 1.81 -0.13  -0.188
O 1.41 1.61 0.67  -0.099
Se -3.07 -0.05 0.19  0.832
H 2.01 -2.99 0.59  0.124
H 0.16 -4.12 -0.41  0.111
H 2.02 -0.67 0.98  0.088
H -2.05 -2.87 -0.93  0.105
H -0.39 3.05 -1.66  0.116
H 0.50 1.46 -1.72  0.093
H 2.30 2.85 -0.85  0.130
H 1.02 3.58 0.35  0.149
H -0.35 1.77 1.87  0.179
H -3.89 -1.28 0.14  -0.156

Summary:
Orbital gap: 8.73 eV
Electronic energy: -78932.1034 eV
E_HOMO: -8.0 eV
LUMO: 0.7 eV
Spin multiplicity: 1

---

# 8
Formula: C9H10O4
Source: OMol25
Level of theory: ωB97M-V/def2-TZVPD

Each line ends with the Löwdin charge.
Cartesian coordinates (Å):
C 2.94 0.58 1.13  -0.030
C 1.61 0.74 0.53  -0.390
C -0.24 -0.74 0.21  -0.261
C -0.60 -1.40 -1.04  0.041
C -1.99 -1.39 -1.29  -0.064
C -2.90 -0.88 -0.43  -0.432
C -2.52 -0.47 0.90  -0.016
C -1.19 -0.32 1.17  -0.030
C 1.82 1.15 -0.93  -0.350
H 2.82 0.07 2.15  0.128
H 3.59 -0.04 0.49  0.106
H 3.45 1.58 1.15  0.107
H 0.91 1.31 1.27  0.168
H 0.22 -1.57 -1.79  0.136
H -2.37 -1.78 -2.31  0.140
H -4.35 -1.84 -1.35  0.275
H -3.34 0.09 1.47  0.139
H -0.60 0.36 2.01  0.166
H 1.68 2.97 -0.26  0.077
O 1.10 -0.53 0.45  -0.079
O -4.21 -0.80 -0.70  -0.033
O 1.89 2.54 -1.06  0.108
O 2.30 0.35 -1.78  0.095

Summary:
Orbital gap: 8.63 eV
Electronic energy: -17681.7373 eV
E_HOMO: -8.4 eV
Energy above the lowest of the compared OMol25 structures with the same formula, charge and spin: 3.976 eV
LUMO: 0.3 eV
Spin multiplicity: 1

---

# 9
Formula: C9H10O5
Source: OMol25
Level of theory: ωB97M-V/def2-TZVPD

Each line ends with the Löwdin charge.
Cartesian coordinates (Å):
C 2.09 0.75 -2.12  -0.073
C 1.91 -0.62 -2.23  -0.073
C 1.38 1.49 -1.18  -0.005
C 1.02 -1.29 -1.40  -0.003
C 0.49 0.83 -0.35  -0.100
C 0.31 -0.55 -0.46  -0.073
C -0.36 1.40 0.75  -0.222
C -0.69 -1.04 0.55  -0.460
C -1.41 0.28 0.99  -0.468
O 0.37 1.68 1.92  0.019
O 0.00 -1.61 1.63  0.076
O -1.66 -1.91 0.05  0.063
O -2.51 0.55 0.19  0.082
O -1.77 0.14 2.34  0.058
H 2.78 1.25 -2.77  0.103
H 2.47 -1.18 -2.96  0.103
H 1.52 2.55 -1.09  0.119
H 0.88 -2.35 -1.48  0.116
H -0.86 2.33 0.47  0.168
H 0.82 0.87 2.20  0.109
H -0.58 -1.56 2.40  0.112
H -1.23 -2.75 -0.17  0.115
H -2.99 -0.28 0.04  0.112
H -1.99 1.02 2.68  0.124

Summary:
Orbital gap: 10.11 eV
Electronic energy: -19733.0700 eV
E_HOMO: -9.5 eV
Energy above the lowest of the compared OMol25 structures with the same formula, charge and spin: 0.000 eV
LUMO: 0.6 eV
Spin multiplicity: 1

---

# 10
Formula: C9H11ClS
Source: OMol25
Level of theory: ωB97M-V/def2-TZVPD

Each line ends with the Löwdin charge.
Cartesian coordinates (Å):
C -2.85 0.28 -1.21  -0.228
C -2.08 -0.66 -0.47  -0.238
C -2.74 1.56 -0.74  -0.469
C -0.96 0.10 0.18  -0.330
C 1.67 0.50 0.57  -0.287
C 1.43 -0.99 0.26  -0.214
C 0.31 -0.14 0.48  -0.176
C 2.19 1.09 1.77  -0.113
C 1.69 -1.55 -1.24  -0.010
S -1.49 1.88 0.25  1.036
Cl -4.00 -1.72 0.69  -0.100
H -3.71 -0.03 -1.81  0.113
H -2.08 -1.69 -0.68  0.037
H -3.32 2.49 -0.87  0.087
H 1.80 1.24 -0.32  0.179
H 1.88 -1.70 1.03  0.167
H 3.27 1.38 1.91  0.093
H 2.11 0.50 2.71  0.087
H 1.60 2.09 2.01  0.120
H 0.70 -1.83 -1.63  0.073
H 2.53 -2.27 -1.21  0.072
H 2.03 -0.52 -1.67  0.101

Summary:
Orbital gap (alpha / beta): 6.52 / 6.52 eV
Electronic energy: -32864.3403 eV
E_HOMO (alpha / beta): -8.1 / -8.1 eV
Energy above the lowest of the compared OMol25 structures with the same formula, charge and spin: 2.971 eV
LUMO (alpha / beta): -1.6 / -1.6 eV
Spin multiplicity: 1